Below is one molecule with the formula C3H6OSe in a non-equilibrium geometry, with properties calculated with ωB97M-V/def2-TZVPD.

```
11
Properties=species:S:1:pos:R:3:mulliken_charge:R:1
C 0.922 0.351 0.263 -0.46
C -0.194 1.218 -0.391 -0.71
Se -1.781 0.191 0.333 -0.01
C -0.796 -1.429 0.047 -0.41
O 0.832 -0.945 -0.059 -0.42
H 1.830 0.677 -0.187 0.34
H 1.121 0.557 1.328 0.28
H -0.125 2.166 0.140 0.41
H -0.081 1.031 -1.405 0.37
H -0.936 -1.785 -1.017 0.28
H -0.791 -2.032 0.949 0.33
```

Values from the calculation:
- Total charge: 0
- ΔE to the lowest compared entry with this formula, charge and spin: 24.13 kcal/mol
- E: -70599.7698 eV


Below is one molecule with the formula C3H6OSi in a non-equilibrium geometry, with properties calculated with ωB97M-V/def2-TZVPD.

```
11
Properties=species:S:1:pos:R:3:mulliken_charge:R:1
C 1.146 -0.395 0.091 -0.39
C 0.188 -1.235 -0.015 -0.27
Si -1.404 -0.272 -0.001 0.22
O -0.719 1.205 0.043 -0.28
C 0.754 1.060 -0.024 -0.22
H 2.199 -0.501 0.168 0.37
H 0.343 -2.380 0.041 0.33
H -2.413 -0.203 -1.278 -0.10
H -2.143 -0.433 1.266 -0.12
H 1.226 1.718 0.791 0.24
H 0.823 1.434 -1.081 0.21
```

Values from the calculation:
- Total charge: 0
- ΔE to the lowest compared entry with this formula, charge and spin: 0.00 kcal/mol
- E: -13132.4983 eV


Below is a 2-piece molecular cluster, C3H6S overall in a non-equilibrium geometry, with properties calculated with ωB97M-V/def2-TZVPD.

```
10
Properties=species:S:1:pos:R:3:mulliken_charge:R:1
C -0.328 -1.852 -0.382 -0.46
C 0.029 -0.526 -0.894 -0.29
C 0.462 1.056 1.093 -0.86
S 1.273 -1.593 -1.247 -0.11
H -0.323 -2.116 0.682 0.24
H -0.945 -2.501 -1.064 0.25
H -0.450 0.175 -1.580 0.36
H 0.475 0.256 1.775 0.28
H -0.413 1.441 0.759 0.35
H 1.472 1.424 0.645 0.24
```

Values from the calculation:
- Total charge: 0
- ΔE to the lowest compared entry with this formula, charge and spin: 93.84 kcal/mol
- E: -14038.7969 eV